{"formula": "C62H46INO11P2", "method": "ωB97M-V/def2-TZVPD", "homo_energy_ev": -9.12, "lumo_energy_ev": -1.1, "gap_ev": 8.1, "symbols": ["N", "C", "C", "C", "C", "C", "P", "C", "O", "O", "P", "O", "I", "H", "H", "H", "H", "H", "H", "H", "H", "H", "H", "H", "H", "H", "H", "C", "C", "C", "C", "C", "C", "C", "O", "C", "C", "C", "C", "C", "C", "C", "O", "H", "H", "H", "H", "H", "H", "H", "H", "C", "C", "C", "C", "C", "C", "C", "O", "C", "C", "C", "C", "C", "C", "C", "O", "H", "H", "H", "H", "H", "H", "H", "H", "C", "C", "C", "C", "C", "C", "C", "O", "C", "C", "C", "C", "C", "C", "C", "O", "H", "H", "H", "H", "H", "H", "H", "H", "C", "C", "C", "C", "C", "C", "C", "O", "C", "C", "C", "C", "C", "C", "C", "O", "H", "H", "H", "H", "H", "H", "H", "H"], "xyz": [[7.313092, 1.655011, -7.922014], [7.789306, 2.423353, -6.762666], [6.649434, 2.957710, -5.906973], [6.335955, 4.436266, -6.163465], [5.385526, 4.708665, -7.323031], [3.915873, 4.843724, -6.946045], [3.020276, 3.373994, -6.408459], [3.186314, 3.089975, -4.490793], [4.060520, 2.330555, -4.162886], [2.337358, 3.809444, -3.963114], [3.402045, 1.688070, -7.851408], [1.863271, 1.382904, -8.258197], [3.926742, -0.123118, -6.370993], [7.993054, 1.638944, -8.667492], [6.457095, 2.039727, -8.295268], [8.448056, 3.239270, -7.064206], [8.386302, 1.742234, -6.161825], [5.765497, 2.358538, -6.115569], [6.877961, 2.834461, -4.855206], [7.277653, 4.931524, -6.387088], [5.956546, 4.914694, -5.262873], [5.511755, 3.980258, -8.119903], [5.644666, 5.666208, -7.769208], [3.786412, 5.565824, -6.142360], [3.367475, 5.224512, -7.804685], [1.681494, 3.696873, -6.600379], [1.291078, 1.166706, -7.509156], [-0.037325, 0.463765, -5.392052], [-0.141169, 0.334720, -4.013517], [-0.699097, -0.807673, -3.467399], [-1.163488, -1.816896, -4.303452], [-1.073880, -1.674619, -5.689275], [-0.500268, -0.532016, -6.232021], [-1.595904, -2.723712, -6.614019], [-1.507475, -2.597461, -7.816336], [-2.233432, -3.926406, -6.004282], [-2.772257, -4.896887, -6.838838], [-3.357992, -6.026115, -6.294856], [-3.402442, -6.194723, -4.915267], [-2.870544, -5.229255, -4.078708], [-2.290435, -4.089181, -4.618576], [-1.747969, -3.049996, -3.693150], [-1.782545, -3.198440, -2.492737], [0.408649, 1.366470, -5.798370], [0.216109, 1.124330, -3.370669], [-0.778816, -0.930135, -2.394435], [-0.430157, -0.446955, -7.308808], [-2.726886, -4.753479, -7.908993], [-3.780947, -6.779437, -6.945584], [-3.856195, -7.081192, -4.493220], [-2.900613, -5.344163, -3.004492], [1.769479, 3.792578, -0.509181], [2.146054, 2.547945, -0.998840], [1.924109, 1.410544, -0.240102], [1.326870, 1.509313, 1.008770], [0.969241, 2.763946, 1.510395], [1.187794, 3.901997, 0.743044], [0.365051, 2.909200, 2.865501], [0.039840, 3.994119, 3.297951], [0.156062, 1.668454, 3.667332], [-0.372610, 1.771734, 4.947597], [-0.589558, 0.629726, 5.699840], [-0.290332, -0.622870, 5.174308], [0.235288, -0.728014, 3.897809], [0.469896, 0.412430, 3.145159], [1.066546, 0.265117, 1.785810], [1.326252, -0.828937, 1.329900], [1.938601, 4.672801, -1.114425], [2.611280, 2.472090, -1.970573], [2.206784, 0.434382, -0.610635], [0.897068, 4.864604, 1.140823], [-0.607444, 2.750811, 5.340779], [-0.996969, 0.712408, 6.698205], [-0.468122, -1.514136, 5.762850], [0.470017, -1.693996, 3.472777], [1.996513, -4.477610, 3.458548], [2.367855, -5.720583, 2.957442], [2.132281, -6.868495, 3.694730], [1.529019, -6.780317, 4.942683], [1.170979, -5.531409, 5.453423], [1.402123, -4.386605, 4.705232], [0.552905, -5.392473, 6.803333], [0.231748, -4.307524, 7.240110], [0.346930, -6.637933, 7.599329], [-0.180836, -6.537574, 8.879771], [-0.391316, -7.680278, 9.630964], [-0.082165, -8.929326, 9.104065], [0.447229, -9.035173, 7.829900], [0.670346, -7.891359, 7.075188], [1.267349, -8.031024, 5.712565], [1.530993, -9.120828, 5.253161], [2.172729, -3.582726, 2.875280], [2.839831, -5.791303, 1.986958], [2.410728, -7.841098, 3.314626], [1.112006, -3.427502, 5.110393], [-0.419606, -5.560093, 9.273938], [-0.798627, -7.600335, 10.629752], [-0.253057, -9.821332, 9.691460], [0.695468, -9.998516, 7.407757], [-2.965561, 5.317538, 1.637518], [-2.727764, 3.959548, 1.809204], [-3.555981, 3.203518, 2.618796], [-4.624071, 3.805535, 3.270400], [-4.855380, 5.174082, 3.110611], [-4.026985, 5.923963, 2.285455], [-5.971022, 5.857678, 3.825753], [-6.180447, 7.043064, 3.683634], [-6.821876, 5.029406, 4.732293], [-7.837702, 5.647164, 5.449728], [-8.645782, 4.898212, 6.286628], [-8.447570, 3.526979, 6.405909], [-7.434548, 2.906758, 5.696211], [-6.614070, 3.655271, 4.862677], [-5.510300, 2.967002, 4.128169], [-5.341914, 1.771288, 4.231015], [-2.315525, 5.903384, 1.001697], [-1.891208, 3.492169, 1.308646], [-3.382748, 2.145409, 2.759599], [-4.222576, 6.980116, 2.166348], [-7.981430, 6.712960, 5.343454], [-9.434022, 5.381594, 6.847897], [-9.084394, 2.942983, 7.056618], [-7.265420, 1.842676, 5.780348]], "forces_ev_per_angstrom": [[-0.1944, 0.0264, 0.1455], [0.1190, -0.4190, -0.1951], [-0.1001, 0.4550, -0.2657], [0.1848, -0.1655, -0.0909], [0.0661, 0.2814, 0.0682], [-0.0870, 0.1911, -0.3550], [0.1649, -0.6846, 0.1086], [-0.6087, 0.6855, 0.6549], [0.4408, -0.3850, 0.3008], [0.2337, -0.1704, -0.2471], [0.3055, 0.3166, -0.4603], [-0.3196, 0.0421, -0.0432], [0.0086, -0.1855, 0.2157], [0.0646, -0.0326, -0.0558], [-0.0117, 0.0818, -0.1163], [0.0854, 0.1927, 0.0330], [0.1589, -0.0671, 0.0929], [-0.1385, -0.2415, 0.2424], [-0.0213, -0.1577, 0.1635], [0.1528, 0.1482, 0.0566], [-0.1440, 0.0135, 0.1461], [-0.0025, -0.1798, -0.1029], [0.0586, 0.1347, -0.0939], [-0.0018, 0.1290, 0.1400], [-0.1067, 0.0814, -0.1176], [-0.2462, 0.0215, -0.2097], [-0.0808, -0.1527, -0.1200], [0.0366, 0.0214, -0.0636], [0.0099, -0.0409, 0.0570], [0.0383, 0.0454, 0.0255], [-0.0294, -0.0562, -0.0320], [-0.0326, -0.0725, 0.0353], [0.0513, 0.0937, -0.0040], [-0.0080, -0.0412, 0.0160], [-0.0003, 0.0154, 0.0088], [0.0425, 0.0888, 0.0350], [-0.0311, -0.0698, -0.0227], [-0.0024, -0.0126, 0.0198], [-0.0012, -0.0023, -0.0173], [-0.0457, -0.0762, 0.0024], [0.0504, 0.1067, -0.0078], [-0.0095, -0.0230, -0.0854], [-0.0034, 0.0159, 0.0435], [-0.0774, 0.0720, 0.0820], [0.0655, 0.0984, 0.0807], [-0.0102, -0.0440, -0.0477], [-0.0561, -0.0525, -0.0339], [0.0336, 0.0397, -0.0182], [-0.0041, -0.0175, -0.0074], [-0.0099, -0.0153, 0.0029], [0.0135, 0.0412, 0.0273], [-0.0121, 0.0221, 0.0020], [0.0249, -0.1019, 0.0410], [0.0019, 0.0023, -0.1342], [-0.0435, 0.0141, 0.0809], [-0.0059, -0.0645, 0.0622], [0.0118, 0.0387, -0.0758], [-0.0130, -0.0639, 0.0146], [0.0563, 0.0735, 0.0327], [0.0425, 0.0144, -0.0857], [-0.0386, -0.0334, 0.0677], [-0.0002, -0.0172, -0.0105], [-0.0180, 0.0260, 0.0080], [-0.0338, -0.1366, 0.1638], [0.0419, 0.0658, -0.1061], [-0.0285, 0.0168, 0.0135], [0.0397, -0.0217, 0.0197], [-0.0043, 0.0100, -0.0265], [0.0222, 0.0219, -0.0080], [-0.0130, -0.0289, 0.0316], [0.0002, 0.0035, 0.0593], [-0.0054, 0.0416, -0.0369], [-0.0144, -0.0034, 0.0164], [-0.0007, -0.0090, 0.0166], [0.0093, 0.0081, -0.0623], [0.0103, -0.0169, -0.0107], [-0.0076, 0.0075, 0.0057], [0.0209, 0.0332, -0.0730], [-0.0298, -0.0252, 0.0793], [-0.0226, -0.0510, 0.0971], [0.0320, 0.1251, -0.1395], [-0.0065, -0.0471, -0.0156], [-0.0113, 0.0197, 0.0013], [0.0448, 0.0168, -0.0851], [-0.0320, -0.0273, 0.0714], [-0.0020, -0.0228, 0.0004], [-0.0066, 0.0133, 0.0104], [-0.0201, -0.0462, 0.0708], [0.0304, 0.0737, -0.0764], [-0.0211, 0.0471, 0.0249], [0.0154, -0.0176, -0.0057], [-0.0027, 0.0114, -0.0166], [0.0007, 0.0010, -0.0223], [-0.0197, -0.0431, 0.0247], [0.0070, -0.0017, 0.0735], [-0.0010, 0.0424, -0.0362], [-0.0114, -0.0037, 0.0166], [-0.0030, -0.0132, 0.0145], [0.0277, -0.0010, -0.0464], [-0.0073, -0.0078, -0.0030], [-0.0192, -0.0154, -0.0472], [0.0729, -0.0251, -0.0482], [-0.0762, 0.0310, 0.0615], [-0.0555, -0.0351, 0.0627], [0.0720, 0.0144, -0.0362], [-0.0040, -0.0564, 0.0092], [0.0026, 0.0243, -0.0058], [0.0851, -0.0197, -0.0598], [-0.0714, 0.0066, 0.0507], [-0.0046, -0.0201, 0.0045], [-0.0068, 0.0168, 0.0024], [-0.0613, -0.0124, 0.0627], [0.0749, 0.0319, -0.0635], [-0.0206, 0.0573, 0.0019], [0.0174, -0.0254, 0.0094], [0.0172, 0.0054, -0.0079], [0.0071, 0.0032, -0.0467], [-0.0393, -0.0266, 0.0227], [-0.0357, 0.0235, 0.0358], [0.0269, 0.0254, -0.0424], [-0.0183, 0.0038, 0.0084], [-0.0128, -0.0060, 0.0140], [0.0450, -0.0203, -0.0229]], "mulliken_charge": [-0.48, -0.70, 0.21, -0.84, -0.68, -0.81, 0.04, 0.88, -0.53, -0.60, 0.03, -0.45, 0.07, 0.24, 0.18, 0.26, 0.35, -0.35, 0.33, 0.48, 0.44, 0.29, 0.34, 0.48, 0.47, 0.12, 0.25, -0.14, -0.88, -0.84, 0.14, 0.04, -0.48, 0.59, -0.66, 0.15, -0.59, -0.48, -0.49, -0.55, 0.18, 0.58, -0.65, 0.57, 0.61, 0.65, 0.53, 0.47, 0.40, 0.40, 0.48, -0.60, -0.38, -0.88, 0.26, 0.18, -0.70, 0.70, -0.69, 0.51, -0.46, -0.82, -0.28, -0.83, 0.04, 0.56, -0.72, 0.51, 0.54, 0.54, 0.50, 0.50, 0.42, 0.57, 0.49, -0.33, -0.64, -0.60, 0.37, 0.09, -0.61, 0.59, -0.66, 0.09, -0.51, -0.49, -0.47, -0.56, 0.15, 0.59, -0.66, 0.53, 0.42, 0.48, 0.46, 0.47, 0.40, 0.40, 0.48, -0.64, -0.39, -0.79, 0.20, 0.28, -0.70, 0.66, -0.66, 0.16, -0.54, -0.49, -0.47, -0.56, 0.21, 0.50, -0.66, 0.43, 0.63, 0.59, 0.48, 0.47, 0.39, 0.40, 0.48]}